79
Properties=species:S:1:pos:R:3:mulliken_charge:R:1 method="wB97M-V/def2-TZVPD" homo_energy_ha="-0.0566 / -0.0402" total_charge=-2 mol_weight_g_mol=872.91 homo_lumo_gap_ev="5.35 / 4.61" lumo_energy_ev="3.81 / 3.52"
O -2.72302 2.29845 -0.60106 -0.675
C -3.16544 1.16720 -0.79364 1.102
C 2.11352 -3.39734 -3.38771 -0.204
H -2.02752 1.03963 5.21287 0.376
C 4.02420 -1.99158 2.92027 -2.214
B 1.09043 2.96976 0.89291 0.034
H -4.85249 0.66411 2.73530 0.469
H -2.18913 4.44733 3.87913 0.415
H -2.61267 0.91584 -4.47024 0.394
C -0.80649 0.93187 -3.26721 1.488
C 2.30860 -4.66396 -3.90875 -0.815
H -5.26032 0.67027 -0.64221 0.378
C 1.52200 -5.70044 -3.43990 0.555
O 1.82024 -0.91218 -2.09159 -0.884
H 2.70679 -2.56301 -3.72943 0.465
H -0.01766 -6.33418 -2.09510 0.413
H -4.25715 1.92205 1.63920 0.337
C 2.82745 -2.35385 0.74435 -0.761
H -2.63368 2.07615 -3.13692 0.384
O -2.60599 0.07708 -0.51843 -0.672
H 3.72530 2.98040 1.77618 0.464
H -3.69268 2.44079 4.00401 0.241
C 3.28230 2.00339 1.74287 -0.577
C 2.81003 -1.60740 2.07604 2.457
H 1.91026 -1.91262 2.61686 -0.747
S -0.40758 -3.14249 1.70579 -0.294
C 0.39542 -4.23243 -1.93983 -0.082
H -3.47985 0.10027 4.83531 0.451
H 4.77469 0.55491 2.44957 0.444
H 3.97572 -3.05160 3.16045 0.452
S 1.21729 -3.28315 5.21412 -0.642
H 0.44979 3.58364 -3.70265 0.525
C -3.09031 1.71080 3.44014 0.392
H -1.15128 0.09217 -2.65281 0.169
C 2.74942 -0.13109 1.83964 -0.559
H 4.03978 -1.43758 3.85789 0.473
H 1.68145 4.00406 0.99417 -0.244
C -0.50699 4.11157 2.50238 -0.342
C -1.92735 2.47475 2.87745 0.212
H 1.91218 -2.13669 0.20499 -0.550
H 0.06706 5.01621 2.44761 0.446
C -1.64264 3.80699 3.21206 -1.533
C -2.01193 1.62822 -3.90562 -1.818
C -0.09619 1.89159 -2.36698 -0.807
Cl 1.73338 -7.29292 -4.12388 -0.274
C 3.79379 0.77444 2.07842 -1.206
H 3.06192 -4.84840 -4.66119 0.397
C 0.43317 3.13894 -2.72741 -1.071
C 0.93062 3.66464 -1.55935 -0.592
H -3.38627 0.39274 1.76895 -0.025
H 3.66877 -2.04127 0.12669 0.371
N 2.01791 1.83477 1.33075 0.028
N 0.70812 2.78033 -0.57641 -0.429
N 1.68953 0.53574 1.37993 0.937
H 0.48787 1.24525 -4.97403 0.350
N -1.00885 2.02731 2.02506 0.651
H -0.32769 -4.04925 -1.16041 0.384
H -1.67812 2.41338 -4.58442 0.340
N -0.15068 3.02658 1.79867 0.241
O -0.06506 -1.63343 -1.12692 -0.867
H -0.35950 -0.31061 -4.98779 0.417
S -1.02621 -1.26607 1.96856 -0.236
Ru -0.46788 0.19175 0.34529 1.414
H 1.00465 -0.05347 -3.88913 0.378
C 0.14291 0.41872 -4.35207 -1.754
C -3.95732 1.13239 2.32674 -1.215
H 1.42236 4.59812 -1.36073 0.469
C 1.15754 -3.17093 -2.40774 0.151
H -4.91290 1.94841 -1.83322 0.352
N 0.09481 1.70452 -1.06759 1.507
Sb -0.87101 -3.15359 4.25815 0.312
C 0.57095 -5.50428 -2.45593 -0.987
H 4.94676 -1.80269 2.36949 0.376
H 2.87994 -3.42962 0.90595 0.377
C -2.62446 0.61934 4.40477 -0.922
H -2.01196 -0.09804 3.86647 -0.273
C -4.57423 1.00191 -1.41900 -1.791
H -4.53583 0.23924 -2.19178 0.370
C 0.96745 -1.76190 -1.82633 0.704